No. 1
The following is a quantum chemistry calculation of a cluster of 13 separate species, C21H68N4O13 in total, from OMol25.

Values from the calculation:
2S+1 ... 1
Charge ... 0
Frontier orbital gap ... 9.1 eV
Relative energy (zero: lowest compared OMol25 entry of this formula, charge and spin) ... 0.9000 eV
HOMO energy ... -8.9 eV

Element x y z (Å)
C  24.0040  2.2530  -3.9430
C  22.7260  2.0840  -4.6920
O  22.8140  2.6640  -5.9560
H  24.7560  1.4990  -4.2580
H  23.9530  2.0380  -2.8050
H  24.3930  3.2680  -4.0140
H  21.8990  2.5360  -4.0630
H  22.5610  0.9410  -4.7310
H  21.8870  2.8170  -6.2260
C  18.3650  7.7720  -12.1020
C  18.0240  6.4450  -11.4170
O  18.1530  5.4340  -12.3500
H  18.5930  8.3750  -11.2540
H  17.4560  8.0920  -12.5850
H  19.1870  7.6340  -12.8110
H  17.0740  6.4390  -10.8740
H  18.7270  6.2710  -10.6110
H  17.9470  4.6320  -11.9240
C  18.1700  4.6610  -7.9880
C  19.5900  4.0710  -8.2530
O  20.2070  4.0210  -6.9890
H  18.2060  5.7080  -7.5820
H  17.6430  4.1350  -7.2040
H  17.5700  4.6200  -8.9440
H  20.0940  4.7760  -8.8630
H  19.5230  3.1100  -8.7430
H  19.5710  3.9110  -6.3360
C  21.5100  3.4350  -12.8110
C  21.2980  4.9200  -12.4390
O  22.4700  5.6810  -12.5950
H  21.2840  3.2020  -13.8570
H  20.7740  2.8690  -12.2410
H  22.5300  3.0750  -12.6390
H  20.8370  5.0900  -11.4500
H  20.5900  5.4450  -13.0500
H  22.6710  5.7710  -13.5370
C  21.4640  8.3640  -10.8390
C  21.4270  7.2050  -9.8630
O  22.5740  6.4610  -9.9840
H  21.6670  8.0940  -11.9240
H  22.2540  9.0860  -10.4400
H  20.4800  8.8580  -10.7990
H  20.6110  6.5150  -9.9580
H  21.3720  7.6110  -8.8540
H  22.6910  6.2770  -10.9010
C  18.2410  8.0930  -5.8830
C  19.7050  7.5110  -6.0410
O  20.4850  8.3290  -5.2340
H  18.2720  9.2030  -5.8190
H  17.7020  7.6560  -5.0530
H  17.6300  7.8190  -6.7720
H  19.9720  7.6190  -7.1040
H  19.6660  6.4880  -5.7370
H  20.3910  9.2170  -5.4660
C  23.1510  2.2140  -10.2140
C  22.3680  3.1090  -9.3000
O  23.1550  4.0360  -8.7120
H  23.7520  1.5220  -9.7170
H  23.7070  2.8160  -10.9980
H  22.3700  1.7010  -10.7600
H  21.9880  2.5150  -8.4990
H  21.4870  3.4510  -9.7790
H  23.2400  4.7500  -9.3320
C  18.3110  2.2680  -13.1330
C  17.2000  2.3990  -12.1930
O  17.6710  3.0830  -11.0580
H  17.9850  1.8480  -14.0730
H  19.2210  1.7770  -12.7260
H  18.6560  3.2370  -13.4700
H  16.7840  1.3880  -12.1140
H  16.3870  3.0000  -12.5180
H  17.9660  2.3350  -10.4800
C  19.1090  1.1390  -6.1360
O  20.3270  1.2330  -6.7120
N  18.9110  1.1510  -4.8400
N  18.0250  1.2480  -6.8290
H  19.6720  1.2260  -4.1790
H  17.9280  1.2290  -4.5060
H  18.1440  1.2240  -7.9020
H  16.9900  1.1890  -6.4600
C  19.9020  0.4540  -9.9530
O  18.7050  1.0870  -9.6230
N  20.1390  0.0330  -11.1450
N  20.8830  0.2770  -9.1230
H  19.2780  -0.1310  -11.7510
H  21.0540  -0.1540  -11.4790
H  20.7520  0.7260  -8.2420
H  21.8470  -0.1170  -9.4310
C  15.0010  3.1850  -8.6180
O  14.2490  1.9840  -8.3840
H  15.4080  3.4900  -7.6090
H  14.3930  4.0550  -8.9620
H  15.8200  3.0400  -9.2450
H  13.3280  2.2130  -8.2240
C  18.0970  4.5150  -3.9720
O  19.2050  3.8760  -4.5460
H  18.4250  5.4310  -3.4150
H  17.5660  3.8880  -3.2220
H  17.4820  4.9760  -4.7280
H  18.9380  3.0270  -4.8950
C  15.3900  6.1480  -7.1120
O  14.0400  5.7600  -6.8500
H  15.7230  6.0210  -8.1120
H  16.1160  5.6490  -6.4690
H  15.4890  7.1970  -6.7750
H  13.5060  6.3120  -7.3910

***

No. 2
The following is a quantum chemistry calculation of a structure of composition C26H28N3O2SbV, from OMol25.

Values from the calculation:
2S+1 ... 3
Charge ... +3
Frontier orbital gap (spin up / spin down) ... 6.5 / 6.5 eV
HOMO energy (spin up / spin down) ... -17.5 / -17.5 eV
⟨S²⟩ ... 2.04

Element x y z (Å)
V  0.0109  -1.0036  0.3341
C  4.2458  -1.3984  1.0240
O  3.5003  -1.3634  2.2892
C  2.2549  -1.2436  1.9983
N  1.9136  -1.2580  0.7364
C  3.1419  -1.5522  -0.0476
C  3.2172  -0.7027  -1.2935
C  2.0957  -0.6762  -2.1241
C  2.1227  -0.0225  -3.3430
C  3.2865  0.6214  -3.7449
C  4.4063  0.5998  -2.9274
C  4.3799  -0.0699  -1.7089
C  1.1574  -1.1842  2.9709
C  1.2056  -1.3663  4.3431
C  -0.0017  -1.4428  5.0352
C  -1.2069  -1.3839  4.3374
C  -1.1550  -1.2014  2.9654
N  0.0022  -1.0742  2.3041
C  -2.2456  -1.2705  1.9853
N  -1.8892  -1.2863  0.7287
C  -3.1096  -1.5311  -0.0780
C  -4.2272  -1.4256  0.9888
O  -3.4961  -1.3763  2.2614
C  -3.1795  -0.5891  -1.2574
C  -2.0027  -0.3067  -1.9503
C  -2.0078  0.4762  -3.0917
C  -3.2113  0.9942  -3.5532
C  -4.3877  0.7211  -2.8712
C  -4.3775  -0.0738  -1.7306
H  4.9353  -2.2357  1.0632
H  4.8032  -0.4668  0.9488
H  3.0915  -2.5946  -0.3785
H  1.2186  -1.2785  -1.8511
H  1.2652  -0.0385  -4.0034
H  3.3270  1.1100  -4.7088
H  5.3152  1.0949  -3.2424
H  5.2775  -0.0984  -1.1044
H  2.1578  -1.4730  4.8472
H  -0.0041  -1.5818  6.1089
H  -2.1605  -1.5024  4.8362
H  -3.0583  -2.5512  -0.4707
H  -4.8918  -2.2835  1.0150
H  -4.8119  -0.5107  0.9164
H  -1.0678  -0.7805  -1.6212
H  -1.0943  0.6707  -3.6390
H  -3.2316  1.5882  -4.4566
H  -5.3252  1.1230  -3.2320
H  -5.3125  -0.2976  -1.2325
C  -1.9967  2.4752  0.4981
Sb  -0.0372  1.6542  0.3530
C  0.9552  2.4348  2.0697
C  0.8440  2.6877  -1.2872
H  -1.8915  3.5576  0.5618
H  -2.4884  2.1091  1.3979
H  -2.5730  2.2131  -0.3868
H  0.9070  3.5212  2.0172
H  1.9985  2.1241  2.0774
H  0.4514  2.0977  2.9741
H  0.6744  3.7495  -1.1093
H  0.3686  2.3903  -2.2179
H  1.9112  2.4821  -1.3237

***

No. 3
The following is a quantum chemistry calculation of a structure of composition C44H51N13S3Zn, from OMol25.

Values from the calculation:
2S+1 ... 1
Charge ... 0
Frontier orbital gap ... 5.6 eV
Relative energy (zero: lowest compared OMol25 entry of this formula, charge and spin) ... 0.0000 eV
HOMO energy ... -5.9 eV

Element x y z (Å)
Zn  1.0572  -0.9536  0.1999
C  -5.9849  -1.2565  -1.5938
C  -4.4648  -1.4905  -1.4156
C  -3.7572  -2.4554  -2.1240
C  -2.3802  -2.5865  -1.9524
C  -1.6948  -1.9869  -0.8459
N  -0.3502  -2.2903  -0.5419
C  -0.0911  -3.6703  -0.6249
C  -1.0094  -4.6228  -0.1684
C  -1.0751  -5.8845  -0.7462
C  -0.1718  -6.2879  -1.7421
C  -0.4469  -7.5390  -2.5057
C  0.9116  -5.4469  -2.0166
C  1.0472  -4.1734  -1.3439
N  2.0653  -3.3115  -1.5897
C  2.9833  -3.4107  -2.6105
C  4.0354  -2.5345  -2.3114
C  3.6369  -1.8479  -1.1953
N  2.4790  -2.3358  -0.7273
C  -2.4848  -1.0722  -0.1004
C  -3.7773  -0.7127  -0.5511
N  -2.0826  -0.5309  1.0846
C  -2.9075  -0.0548  2.0810
C  -2.1279  0.5788  3.0184
C  -0.8141  0.5133  2.5584
N  -0.7710  -0.2063  1.4127
H  -6.4451  -2.0799  -2.1620
H  -6.1750  -0.3256  -2.1372
H  -6.5038  -1.2077  -0.5919
H  -4.2955  -3.1708  -2.7471
H  -1.8868  -3.3091  -2.6273
H  -1.7953  -4.3168  0.5693
H  -1.8618  -6.5683  -0.4781
H  -1.2179  -8.1066  -2.0178
H  0.4556  -8.1869  -2.6052
H  -0.7666  -7.3244  -3.5408
H  1.7228  -5.7675  -2.6795
H  2.9915  -4.2319  -3.3531
H  4.9255  -2.4244  -2.9252
H  4.1431  -1.1203  -0.5729
H  -4.3097  0.0457  0.0426
H  -3.9862  -0.2870  2.1043
H  -2.4648  1.1240  3.9047
H  0.1084  0.8377  3.0579
C  3.2576  3.3804  -2.3192
N  3.2812  2.1894  -1.5214
C  4.5266  1.9300  -0.9078
C  2.1385  1.4297  -1.2892
N  1.7913  0.9787  -0.1000
C  2.2222  1.5978  1.0602
C  2.0880  2.9715  1.2952
C  2.3544  3.5389  2.5373
C  2.8118  2.7231  3.5734
C  2.8716  1.3353  3.4292
C  2.6201  0.7391  2.1648
N  2.4662  -0.6315  1.9472
C  3.1230  -1.6055  2.5424
N  2.5602  -2.8526  2.6497
C  1.1338  -3.0540  2.5030
C  3.3350  -4.0825  2.5313
N  4.3781  -1.4734  3.0988
C  5.4530  -0.7621  2.4729
C  4.7154  -2.1012  4.3599
N  1.3623  1.1913  -2.3409
C  1.8531  1.1018  -3.7060
C  -0.0366  0.9785  -2.2136
H  3.8261  4.1441  -1.7781
H  2.2198  3.7497  -2.4754
H  3.7485  3.2117  -3.3049
H  4.5264  2.0552  0.1750
H  5.2338  2.7113  -1.2203
H  4.9437  0.9458  -1.0731
H  1.6939  3.5853  0.4657
H  2.2249  4.5877  2.5877
H  3.1735  3.1409  4.5612
H  3.0193  0.7153  4.3436
H  0.5230  -2.3174  2.9823
H  0.9609  -4.0183  3.0061
H  0.8009  -3.1459  1.4749
H  4.3397  -3.7424  2.2236
H  2.9772  -4.7754  1.7869
H  3.4354  -4.6142  3.4905
H  5.2734  -0.7213  1.4001
H  6.3592  -1.3483  2.6581
H  5.6076  0.2445  2.9087
H  3.8383  -2.5491  4.8181
H  5.1074  -1.3450  5.1072
H  5.4849  -2.8804  4.2161
H  2.9406  1.0297  -3.7087
H  1.5481  1.9820  -4.2426
H  1.4453  0.1867  -4.1571
H  -0.4607  1.6343  -1.4475
H  -0.2569  -0.0370  -1.8993
H  -0.5028  1.1547  -3.1870
S  -6.3523  4.0095  -2.8342
C  -5.0920  4.0623  -1.7577
S  -3.7732  2.9371  -1.8368
C  -2.8731  3.8339  -0.6122
N  -3.6222  4.8600  -0.1077
N  -4.8310  4.9513  -0.7297
C  -5.5961  6.0921  -0.3866
C  -6.7174  6.5516  -1.0994
C  -7.4283  7.6296  -0.6394
C  -7.0296  8.2991  0.5428
C  -5.9832  7.7759  1.2807
C  -5.2441  6.6554  0.8389
S  -1.3514  3.4004  -0.1554
H  -6.9201  6.0886  -2.0732
H  -8.2730  8.0273  -1.1913
H  -7.5698  9.2092  0.7933
H  -5.7796  8.2089  2.2750
H  -4.3648  6.2905  1.3256

***

No. 4
The following is a quantum chemistry calculation of a structure of composition C31H42N3NiOP, from OMol25.

Values from the calculation:
2S+1 ... 3
Charge ... -2
Frontier orbital gap (spin up / spin down) ... 3.5 / 3.7 eV
Relative energy (zero: lowest compared OMol25 entry of this formula, charge and spin) ... 1.8306 eV
HOMO energy (spin up / spin down) ... 1.0 / 0.8 eV
⟨S²⟩ ... 2.02

Element x y z (Å)
Ni  0.6736  -0.2720  -0.3868
N  0.4464  -2.7074  3.3138
N  0.2451  -2.9609  -1.9700
C  1.1432  2.0987  -0.7915
C  2.3044  1.3320  -0.3959
C  2.1334  0.9953  0.9857
C  3.0369  0.1336  1.7806
H  3.8344  -0.2863  1.1593
H  2.4373  -0.7254  2.1833
H  3.5006  0.6562  2.6279
C  0.8273  1.4649  1.3952
C  0.1564  1.2117  2.6743
H  0.0804  2.1013  3.3009
H  0.7083  0.4282  3.2112
H  -0.8614  0.8412  2.5189
C  0.2511  2.2014  0.3296
C  -1.0737  2.8652  0.3607
H  -1.7488  2.3911  1.0868
H  -1.5712  2.8204  -0.6207
H  -1.0124  3.9291  0.6419
C  3.4770  0.9707  -1.2258
H  4.3164  1.6819  -1.1383
H  3.1811  0.9148  -2.2832
H  3.8415  -0.0226  -0.9207
C  1.0504  2.8471  -2.0546
H  0.0152  3.1502  -2.2565
H  1.3878  2.2214  -2.8954
H  1.6699  3.7624  -2.0427
C  -0.0655  -3.8436  3.7459
H  0.5022  -4.3206  4.5865
C  -1.2381  -4.4037  3.2055
H  -1.5541  -5.3459  3.6648
C  -1.8329  -3.7792  2.1017
H  -2.7386  -4.2041  1.7246
C  -1.2397  -2.6702  1.5311
H  -1.5422  -2.2522  0.5687
C  -0.1383  -2.1146  2.2356
C  0.6614  -1.0329  1.8136
H  1.3469  -1.4005  0.9170
C  0.1623  -1.5934  -1.9111
C  0.3606  -3.4485  -3.2381
H  0.4176  -4.4804  -3.5623
C  0.4294  -2.3544  -4.0803
H  0.3168  -2.4158  -5.1602
N  0.2110  -1.2065  -3.2621
C  -0.0048  0.0686  -3.8325
C  0.9069  0.4510  -4.8426
C  0.5485  1.5099  -5.6659
H  1.1681  1.7154  -6.5362
C  -0.5952  2.2680  -5.4230
C  -0.8774  3.4234  -6.3692
H  -1.4399  4.2406  -5.8817
H  -1.4506  3.0873  -7.2575
H  0.0838  3.8279  -6.7437
C  -1.4448  1.9226  -4.3651
H  -2.3781  2.4790  -4.2246
C  -1.1604  0.8372  -3.5243
C  -2.1607  0.5386  -2.4465
H  -2.7289  -0.3805  -2.6452
H  -2.8924  1.3628  -2.4341
H  -1.7475  0.4800  -1.4268
C  2.1884  -0.2586  -5.0682
H  2.0493  -1.2763  -5.4315
H  2.8404  -0.2745  -4.1918
H  2.7008  0.3034  -5.8471
C  -2.6414  -2.0087  6.0468
P  -1.7045  -0.7181  5.1965
C  -2.0596  0.8868  5.9162
C  0.0367  -0.8885  5.6751
O  -2.0070  -0.7890  3.7337
H  -3.7110  -1.7800  5.9299
H  -2.3946  -2.0917  7.1137
H  -2.4230  -2.9535  5.5325
H  -2.4867  0.7468  6.9136
H  -1.1017  1.4138  5.9881
H  -2.7576  1.4461  5.2850
H  0.6540  -1.2590  4.8520
H  0.3814  0.0980  6.0048
H  0.1001  -1.6065  6.5003